28
Properties=species:S:1:pos:R:3:forces:R:3:mulliken_charge:R:1 method="wB97M-V/def2-TZVPD" fmax_ev_per_a=1.56 mol_weight_g_mol=192.24 e_above_lowest_ev=0.7525 charge=+1 smiles="NC1=[NH+][C@H](COc2ccccc2)CN1" homo_lumo_gap_ev=7.85 homo_ev=-11.79
N -0.002653 -2.791918 -3.561187 -0.1968 0.3242 -0.1420 -0.32
C -0.608141 -2.246023 -2.515083 -0.2320 -0.7128 0.0330 0.40
N -0.287023 -1.101304 -1.944588 -0.5003 0.4674 -0.6136 -0.19
C -1.313963 -0.773165 -0.908643 0.7863 -1.0595 0.8369 0.25
C -0.717390 -0.112820 0.311064 -0.1473 0.5659 -0.2237 -1.00
O -0.457464 1.251302 0.056440 0.0992 -0.0810 0.0546 -0.40
C 0.392818 1.790525 1.036148 -0.0645 -0.1055 -0.3193 0.32
C 1.753434 1.822607 0.766453 -0.1201 0.1530 0.3688 -0.26
C 2.625073 2.325635 1.727378 -0.5784 -0.2408 -0.1730 -0.47
C 2.111658 2.773557 2.937575 0.0792 0.0606 -0.0278 -0.48
C 0.743788 2.748933 3.183713 0.0105 -0.1307 -0.2379 -0.49
C -0.137576 2.246921 2.229328 0.5446 0.1027 0.0510 -0.35
C -1.625118 -2.235406 -0.551296 0.5134 0.5710 -0.2518 -0.76
N -1.686499 -2.916117 -1.878585 -0.1217 1.1243 -0.0965 -0.44
H 0.996556 -2.822821 -3.674348 0.0637 0.6205 -0.2367 0.26
H -0.574605 -3.288426 -4.224438 0.1357 -0.6986 0.2585 0.25
H 0.031339 -0.374920 -2.575937 0.6014 0.0190 0.3010 0.33
H -2.140687 -0.245969 -1.378112 -0.0815 0.2637 0.0888 0.34
H 0.211725 -0.621007 0.570336 0.1023 -0.1655 0.0431 0.44
H -1.415334 -0.231896 1.145119 -0.0611 0.0240 0.0840 0.36
H 2.117927 1.457215 -0.179692 0.0367 -0.0382 -0.1699 0.39
H 3.679509 2.332745 1.510400 0.1975 0.1120 0.1255 0.39
H 2.788991 3.147103 3.688824 0.0220 0.0851 0.1181 0.40
H 0.353181 3.116986 4.118638 0.0009 0.0401 0.1324 0.38
H -1.198086 2.216943 2.412672 -0.1961 0.0029 -0.0312 0.45
H -2.441373 -2.402828 0.134301 -0.4173 -0.1663 -0.2972 0.42
H -0.693138 -2.576327 -0.104469 -0.1775 -0.3887 0.4048 0.44
H -2.506947 -2.489530 -2.332011 -0.2988 -0.7486 -0.0799 0.34

48
Properties=species:S:1:pos:R:3:forces:R:3:lowdin_spin:R:1 method="wB97M-V/def2-TZVPD" fmax_ev_per_a=3.33 mol_weight_g_mol=450.13 s_squared=6.01 homo_lumo_gap_ev="7.44 / 7.48" multiplicity=5 homo_ev="-7.23 / -7.25"
C -0.809938 0.939726 -3.739514 0.0604 0.1083 0.2847 0.00
C -0.844347 0.420088 -2.436143 0.0898 0.4377 -0.0802 0.00
N -0.061610 0.949476 -1.472234 0.3344 -0.4393 0.0761 0.00
C 0.786047 1.967520 -1.738562 0.0923 -0.1833 -0.2630 0.00
C 0.875793 2.502729 -3.029965 -0.1523 -0.2803 0.1711 0.00
C 0.061556 1.988337 -4.043879 -0.0909 -0.1273 0.2965 0.00
C -1.757907 -0.773485 -2.113392 -0.0685 -0.1393 -0.5340 0.00
P -2.272444 -0.897792 -0.367892 -0.5678 0.1115 0.4126 -0.01
Pm 0.074742 -0.427867 0.837698 -0.4615 0.3782 -0.3193 4.06
P 2.116599 1.366647 0.707052 0.2548 -0.0086 0.4672 0.00
C 1.668070 2.544758 -0.610531 -0.2791 0.4097 -0.2017 0.00
O -0.541411 -3.464005 -2.423491 0.9306 -0.5793 -0.7078 0.00
O 0.429039 -3.839437 0.057389 0.3793 0.7000 0.8616 0.00
H -1.473724 0.511338 -4.484711 0.1636 0.1086 0.0149 0.00
H 1.592813 3.296147 -3.220600 -0.1851 -0.0763 -0.0412 0.00
H 0.099869 2.405596 -5.058295 0.0084 -0.2284 0.4916 0.00
C -3.689383 0.191975 -0.036329 -0.7056 0.2550 0.0822 0.00
C -2.753210 -2.622163 0.053560 -0.3945 -0.0587 -0.2872 0.00
H 2.589244 2.983027 -0.994320 -0.0739 0.0773 -0.4221 0.00
H 1.124914 3.374959 -0.121193 0.0299 -0.4302 -0.1169 0.00
H -1.259258 -1.740086 -2.406064 -0.3185 0.8414 0.4495 0.00
H -2.683537 -0.721154 -2.688636 0.1168 0.1506 -0.4329 0.00
C 2.422201 2.278732 2.270318 0.1242 0.1573 -0.1190 0.00
C 3.695558 0.553231 0.246546 0.2396 0.0578 -0.0245 0.00
H 0.946415 -2.939906 -0.071799 -0.3864 -0.6298 -0.1019 0.00
H 0.363705 -3.962180 1.021705 0.0871 -0.2114 -0.5951 0.00
H -0.206804 -3.822372 -1.571441 -0.0874 0.1621 -0.3736 0.00
H 0.201653 -3.553313 -3.063844 -0.7965 0.0262 0.8146 0.00
H -0.964323 1.548329 1.118635 0.4121 -0.3757 -0.3124 -0.02
H 1.275549 -1.669875 -0.360885 0.7064 -0.2727 -0.3163 -0.01
H -4.626983 -0.108032 -0.539833 0.3981 0.0635 0.1195 0.00
H -3.871874 0.207508 1.061117 0.2110 -0.0866 -0.6842 0.00
H -3.437159 1.232519 -0.316605 0.0354 -0.5929 0.0935 0.00
H -3.617946 -2.971566 -0.525648 0.1889 -0.0482 0.1634 0.00
H -1.901043 -3.296868 -0.105564 -0.2428 0.2637 -0.1015 0.00
H -3.000079 -2.664936 1.130232 0.0071 0.1897 -0.4537 0.00
H 4.559470 1.230401 0.197602 -0.2090 -0.1057 -0.0319 0.00
H 3.907796 -0.232203 0.993292 -0.1228 0.3526 -0.2406 0.00
H 3.559853 0.036702 -0.715341 0.0186 0.2173 0.2643 0.00
H 3.286183 2.951422 2.223251 -0.1332 -0.0860 -0.0018 0.00
H 1.516993 2.846089 2.522399 0.1859 -0.1646 -0.1176 0.00
H 2.576857 1.543744 3.077746 -0.0347 0.2160 -0.3792 0.00
B -0.006503 0.010020 5.670827 -0.0936 0.1887 0.9992 0.00
C 0.013651 -0.042340 4.189132 0.1287 -0.4697 -3.1421 0.00
N 0.053027 -0.160484 3.018313 0.1493 0.1123 3.3291 -0.01
H -1.024417 0.593504 5.941365 -0.0282 0.0564 0.3326 0.00
H 1.010778 0.591700 5.950826 0.0747 0.0758 0.3312 0.00
H -0.004483 -1.156171 5.967717 0.0049 -0.1234 0.3462 0.00